{"formula": "C27H38Cl2N4S4Sr", "method": "the ωB97M-V functional and the def2-TZVPD basis", "elements": ["C", "H", "H", "C", "H", "H", "H", "C", "N", "C", "C", "H", "S", "N", "H", "H", "C", "H", "C", "S", "H", "H", "C", "C", "H", "H", "H", "S", "C", "H", "C", "H", "Cl", "Sr", "C", "H", "H", "H", "H", "H", "C", "H", "H", "C", "H", "C", "N", "H", "C", "H", "H", "H", "H", "H", "C", "C", "C", "S", "C", "C", "C", "C", "C", "Cl", "H", "C", "H", "N", "H", "C", "H", "H", "H", "C", "H", "H"], "xyz": [[-1.313, -3.654, -1.185], [-2.455, 2.250, 1.380], [1.576, -0.908, -6.055], [-1.628, 2.803, 1.823], [2.720, -3.608, -3.623], [2.856, 4.586, -0.674], [-3.840, -3.912, 1.714], [2.973, -2.456, -5.443], [-0.068, -2.044, -4.220], [3.585, 0.973, -1.793], [0.591, -3.737, 0.438], [-1.394, -1.604, 0.624], [-1.750, 0.612, -0.525], [-0.630, -1.197, -3.439], [0.312, 4.316, -0.197], [2.164, -1.525, -1.983], [-1.794, -3.804, 1.143], [-2.894, 0.273, 2.589], [-0.055, 3.340, -0.507], [-0.579, 0.729, 3.248], [-3.059, -1.081, 0.672], [4.595, -2.004, -4.060], [-1.467, 2.355, 3.291], [-1.379, 3.505, -1.307], [-3.954, 2.127, -2.765], [3.430, -0.688, -4.268], [3.809, -0.036, -2.126], [-0.067, 2.322, 1.037], [3.252, 2.581, -0.034], [2.776, -1.333, -7.275], [3.957, -1.493, -4.786], [-3.054, 0.761, -3.461], [2.864, 4.530, -3.531], [0.328, -0.361, 0.953], [-3.357, 0.604, -1.317], [4.606, -1.037, -5.534], [-3.723, -0.407, -1.498], [-0.831, 3.049, 3.834], [-2.078, -1.208, 2.965], [-0.608, -3.574, -2.004], [1.309, -1.517, -2.637], [1.313, -3.815, -0.366], [1.412, -2.411, -6.963], [-3.133, 1.433, -2.607], [3.474, 1.739, -3.790], [3.531, 1.221, -0.384], [0.200, -0.845, -2.433], [0.934, -3.988, 1.430], [2.102, -3.160, -4.401], [-1.800, 3.869, 1.686], [-4.069, 1.108, -0.664], [1.498, -3.935, -4.870], [-2.990, -3.610, -2.480], [4.232, -0.717, 0.298], [-3.613, -3.787, -0.423], [3.819, 0.243, 0.582], [-0.773, -3.726, 0.143], [-1.546, 2.363, -2.750], [3.053, 3.565, -0.981], [3.110, 3.264, -2.333], [-1.982, -0.285, 2.397], [2.131, -1.738, -6.494], [-2.660, -3.680, -1.449], [-1.278, -3.755, 2.837], [3.218, 2.845, 1.018], [-2.048, -0.715, 0.817], [3.945, 0.546, 1.615], [1.162, -2.264, -3.732], [-2.270, 3.408, -0.689], [3.391, 1.963, -2.732], [3.535, -3.256, -5.936], [-2.407, 2.200, 3.812], [-1.382, 4.512, -1.722], [-3.147, -3.845, 0.883], [-4.672, -3.833, -0.638], [0.709, 2.882, -1.135]], "forces_ev_per_a": [[0.2, 0.1, 0.1], [0.0, 0.0, -0.2], [0.0, 0.0, 0.0], [0.3, -0.4, 0.5], [0.0, -0.1, 0.0], [0.0, 0.0, 0.0], [0.0, 0.0, 0.0], [0.0, 0.2, 0.1], [0.0, 0.1, 0.0], [-0.1, 0.0, 0.1], [0.2, 1.1, 0.0], [-1.2, 0.3, -0.1], [-1.5, -1.6, 0.8], [-0.1, 0.1, 0.1], [0.0, 0.0, -0.1], [0.1, 0.0, -0.1], [0.2, -0.1, 0.2], [0.1, 0.2, 0.0], [-0.8, -0.3, -0.1], [-2.3, -0.5, 1.2], [0.0, -0.1, 0.1], [0.0, 0.0, 0.0], [0.6, -0.2, -1.0], [0.0, -0.2, 0.0], [-0.1, -0.1, -0.1], [0.0, 0.0, 0.0], [0.1, 0.1, 0.0], [0.5, 3.0, -0.6], [-0.1, -0.1, 0.0], [0.0, 0.0, 0.0], [0.0, -0.1, 0.0], [0.0, 0.1, 0.0], [0.0, -0.2, 0.2], [4.9, -1.9, -1.5], [0.1, 0.3, -0.4], [0.0, 0.0, 0.0], [0.1, 0.0, -0.2], [0.1, -0.1, 0.1], [0.3, -0.1, 0.0], [0.0, -0.1, 0.0], [-0.2, -0.1, 0.2], [-0.1, 0.0, 0.0], [0.0, 0.0, 0.0], [0.1, 0.2, 0.2], [0.0, 0.0, 0.0], [0.3, 0.3, -0.1], [0.4, -0.2, 0.0], [0.0, -0.1, 0.0], [-0.1, 0.1, -0.1], [0.1, 0.1, 0.2], [0.0, 0.0, 0.1], [0.0, 0.0, 0.1], [0.0, 0.0, 0.0], [0.0, 0.0, -0.1], [0.1, 0.1, -0.1], [-1.2, -0.4, 0.3], [-0.3, -0.5, 0.2], [0.0, 0.0, 0.1], [0.1, 0.1, 0.0], [0.0, 0.2, -0.2], [-0.3, 0.0, -0.5], [0.0, -0.1, -0.1], [-0.2, 0.1, 0.1], [-0.1, 0.0, -0.2], [0.0, 0.0, 0.0], [-0.5, 0.6, 0.8], [0.1, 0.0, 0.0], [0.1, -0.1, -0.1], [0.0, 0.0, 0.1], [-0.1, 0.0, 0.0], [0.0, 0.0, 0.0], [0.0, 0.1, 0.0], [0.0, 0.0, 0.0], [-0.1, 0.0, 0.0], [0.0, 0.0, 0.0], [0.0, 0.0, 0.1]], "mulliken_charge": [-0.02, 0.00, 0.26, -0.21, 0.42, 0.44, 0.43, 0.85, -0.81, -0.17, -1.71, -0.26, 0.48, -0.05, 0.72, 0.55, 0.85, 0.48, 0.21, 0.07, 0.68, 0.36, -0.99, -0.85, 0.47, -0.10, 0.51, -0.08, -0.41, 0.46, -1.11, 0.38, -0.31, 0.95, -0.80, 0.46, 0.32, 0.44, 0.30, 0.35, -1.09, 0.27, 0.37, -0.69, 0.48, 0.67, 0.59, 0.32, -1.49, 0.67, 0.41, 0.44, 0.41, 0.27, -0.64, -1.69, 0.04, -0.14, -0.85, 0.36, -1.05, -1.56, -0.61, -0.23, 0.31, -0.92, 0.36, 1.24, 0.24, -0.68, 0.33, 0.45, 0.53, -0.66, 0.40, -0.44], "relative_energy_kcal_mol": 128.10, "e_tot_ev": -103792.178, "charge": 0, "e_lumo_ev": -0.363, "homo_lumo_gap_ha": 0.1848}

---

{"formula": "C18H16F6N5O3S3SbV", "method": "the ωB97M-V functional and the def2-TZVPD basis", "elements": ["C", "C", "O", "H", "F", "F", "C", "N", "S", "H", "C", "S", "F", "H", "C", "C", "H", "H", "C", "H", "H", "C", "C", "S", "V", "H", "C", "H", "C", "C", "C", "C", "H", "F", "H", "N", "H", "C", "C", "H", "O", "N", "C", "H", "F", "Sb", "H", "C", "H", "N", "O", "F", "N"], "xyz": [[-0.290, 2.260, 3.723], [-0.658, -1.642, -1.955], [-1.498, 2.662, 3.298], [-2.047, -1.905, -5.557], [0.476, -1.803, 1.760], [-1.030, -3.813, 0.837], [-2.372, -2.346, -3.474], [5.360, 0.151, -0.811], [-2.319, 1.432, -2.601], [-3.327, -2.825, -3.649], [1.884, 1.236, 3.413], [3.603, -1.256, 0.579], [0.973, -5.574, 1.244], [1.957, -0.292, -3.723], [0.036, 2.500, 5.058], [1.266, 2.117, 5.550], [-0.698, 2.990, 5.682], [1.503, 2.311, 6.588], [0.643, 1.613, 2.889], [3.162, 1.188, 5.123], [-5.255, 3.176, -1.258], [-4.505, 2.394, -1.368], [-1.892, -2.259, -2.184], [-3.284, 2.608, -0.046], [1.313, -0.980, 0.092], [-4.402, 2.131, -3.517], [2.200, 1.487, 4.730], [0.155, -0.864, -5.167], [-1.990, 1.798, -0.915], [4.095, -0.333, -0.818], [0.097, -1.153, -3.036], [-0.424, -1.247, -4.335], [5.717, 0.550, -1.662], [1.510, -3.153, 0.062], [2.594, 0.734, 2.769], [-0.760, 1.741, 0.925], [-2.436, -2.652, -1.337], [0.314, 1.330, 1.494], [1.416, -0.638, -2.847], [-3.481, 3.521, -2.904], [-0.221, -1.523, -0.720], [2.069, -0.589, -1.729], [-1.651, -1.830, -4.554], [6.010, -0.187, -0.126], [-0.143, -4.060, 3.353], [0.639, -3.792, 1.684], [-1.575, 2.471, 2.340], [-3.782, 2.495, -2.698], [-4.984, 1.422, -1.259], [3.355, -0.090, -1.855], [1.235, 0.603, 0.831], [2.313, -3.545, 2.503], [-0.873, 1.432, -0.420]], "forces_ev_per_a": [[0.0, 0.0, 0.0], [-0.1, 0.1, -0.1], [0.0, 0.1, 0.1], [0.0, 0.0, 0.0], [0.0, 0.0, 0.4], [0.1, 0.0, 0.0], [0.0, 0.0, 0.1], [0.0, 0.0, 0.0], [0.0, 0.1, 0.0], [0.0, 0.0, 0.0], [0.0, -0.1, 0.0], [-0.3, -0.1, -0.2], [0.0, 0.1, 0.0], [0.0, 0.0, 0.0], [0.0, 0.0, 0.0], [0.0, 0.0, 0.0], [0.0, 0.0, 0.0], [0.0, 0.0, 0.0], [-0.3, 0.1, 0.0], [0.0, 0.0, 0.0], [0.0, 0.0, 0.0], [0.0, 0.0, 0.0], [0.0, 0.1, -0.1], [0.0, 0.0, 0.0], [0.6, 0.4, 0.2], [0.0, 0.0, 0.0], [0.0, 0.0, 0.0], [0.0, 0.0, 0.0], [0.0, -0.2, -0.1], [0.1, 0.1, -0.1], [-0.1, -0.1, 0.0], [-0.1, 0.0, 0.0], [0.0, 0.0, 0.0], [-0.1, -0.3, -0.2], [0.0, 0.0, 0.0], [0.1, 0.1, 0.1], [0.0, 0.0, 0.0], [0.0, 0.0, -0.1], [0.0, 0.0, 0.1], [0.0, 0.0, 0.0], [0.0, 0.0, 0.0], [-0.2, 0.0, -0.1], [0.1, 0.0, -0.1], [0.0, 0.0, 0.0], [-0.1, 0.1, -0.1], [0.2, -0.1, 0.2], [0.0, -0.1, -0.1], [0.0, 0.0, 0.0], [0.0, 0.0, 0.0], [0.2, 0.0, 0.1], [-0.2, -0.4, -0.3], [-0.2, -0.1, -0.1], [0.0, 0.0, 0.0]], "nbo_charge": [0.44, 0.38, -0.68, 0.22, -0.62, -0.65, -0.15, -0.78, 0.31, 0.22, -0.14, -0.07, -0.65, 0.22, -0.30, -0.16, 0.23, 0.22, -0.25, 0.22, 0.24, -0.53, -0.25, 0.29, 1.43, 0.24, -0.26, 0.22, -0.06, 0.29, -0.22, -0.13, 0.40, -0.63, 0.23, -0.39, 0.24, 0.57, 0.20, 0.22, -0.64, -0.32, -0.26, 0.41, -0.65, 3.18, 0.51, -0.53, 0.22, -0.41, -0.59, -0.66, -0.36], "relative_energy_kcal_mol": 15.81, "e_tot_ev": -113560.211, "charge": 0, "multiplicity": 2, "e_lumo_ev": [-2.225, -1.651], "homo_lumo_gap_ha": [0.2236, 0.2453]}

---

| no. | molar mass (g/mol) |
| --- | --- |
| 1 | 705.423 |
| 2 | 733.251 |